1.
8 unconnected molecules or ions with the total composition C21H57BN14O11, computed with the ωB97M-V functional and the def2-TZVPD basis.

## Properties
HOMO energy (eV): -8.9
Molar mass (u): 692.59
Kohn-Sham gap (Ha): 0.3403
Structure (SMILES): CCCCCCCCCCCCOC(=O)OB(C)O.NC(N)=O.NC(N)=O.NC(N)=O.NC(N)=O.NC(N)=O.NC(N)=O.NC(N)=O
Charge: 0
Calculated total energy (hartree): -2453.8442

```
104
C21H57BN14O11 | the OMol25 dataset | the ωB97M-V functional and the def2-TZVPD basis
C 2.18 0.21 -1.14
C 1.63 1.60 -0.76
C 1.64 2.53 -1.97
C 1.94 3.98 -1.63
C 0.97 4.64 -0.64
C -0.52 4.37 -0.90
C -1.35 5.67 -0.94
C -2.65 5.55 -1.75
C -3.92 5.56 -0.90
C -5.08 4.83 -1.60
C -6.03 4.08 -0.63
C -6.13 2.59 -0.92
O -6.02 1.85 0.33
C -6.57 0.61 0.25
O -7.39 0.19 1.07
O -6.09 -0.12 -0.79
B -4.83 -0.74 -0.59
C -4.09 -1.23 -1.89
O -4.31 -0.97 0.64
H 3.19 0.34 -1.50
H 2.18 -0.47 -0.30
H 1.54 -0.23 -1.90
H 2.24 1.99 0.06
H 0.63 1.46 -0.38
H 2.41 2.19 -2.65
H 0.69 2.44 -2.49
H 2.94 4.04 -1.20
H 1.97 4.58 -2.54
H 1.23 4.36 0.38
H 1.14 5.72 -0.69
H -0.89 3.80 -0.06
H -0.68 3.76 -1.78
H -0.74 6.46 -1.38
H -1.55 5.95 0.09
H -2.71 6.41 -2.41
H -2.61 4.63 -2.33
H -3.74 5.12 0.08
H -4.26 6.58 -0.75
H -5.69 5.54 -2.15
H -4.68 4.11 -2.31
H -7.02 4.51 -0.72
H -5.73 4.24 0.40
H -7.10 2.38 -1.37
H -5.36 2.25 -1.60
H -3.03 -1.28 -1.68
H -4.44 -2.23 -2.14
H -4.26 -0.57 -2.73
H -4.16 -0.20 1.23
N -1.75 4.65 -5.50
C -1.45 3.41 -5.03
N -1.03 2.52 -5.97
O -1.56 3.12 -3.84
H -1.67 4.91 -6.47
H -2.07 5.33 -4.84
H -0.79 1.60 -5.65
H -0.93 2.74 -6.95
N -5.81 0.32 3.53
C -4.64 0.99 3.37
N -4.32 1.90 4.32
O -3.92 0.78 2.40
H -6.45 0.47 4.29
H -6.06 -0.34 2.81
H -3.46 2.41 4.20
H -4.90 2.10 5.12
N 4.04 -4.32 0.25
C 2.83 -3.72 0.37
N 2.19 -3.96 1.56
O 2.35 -3.00 -0.49
H 4.44 -4.92 0.97
H 4.55 -4.16 -0.60
H 1.29 -3.53 1.69
H 2.58 -4.53 2.28
N 7.01 -6.58 3.33
C 5.81 -5.96 3.46
N 5.13 -6.27 4.59
O 5.37 -5.18 2.62
H 7.37 -7.22 4.01
H 7.55 -6.39 2.50
H 4.23 -5.83 4.74
H 5.48 -6.90 5.29
N 0.02 2.51 -11.25
C -0.41 2.24 -9.99
N -0.85 0.96 -9.78
O -0.39 3.08 -9.10
H 0.03 1.84 -12.00
H 0.35 3.44 -11.43
H -1.17 0.73 -8.86
H -0.86 0.26 -10.49
N 5.59 -9.18 7.31
C 6.68 -9.41 6.51
N 6.81 -10.68 6.04
O 7.49 -8.53 6.25
H 4.92 -9.89 7.54
H 5.48 -8.26 7.68
H 7.60 -10.88 5.45
H 6.16 -11.42 6.24
N 4.26 -2.68 8.22
C 4.24 -3.47 7.10
N 5.05 -3.05 6.08
O 3.54 -4.46 7.01
H 4.82 -1.86 8.31
H 3.67 -2.96 8.98
H 5.06 -3.60 5.24
H 5.62 -2.23 6.13
```

2.
A single C2H6N2O3 molecule, computed with the ωB97M-V functional and the def2-TZVPD basis.

## Properties
Energy relative to the best compared isomer or geometry (same formula, charge and spin) (eV): 2.2267
HOMO energy (eV): -10.1
Molar mass (u): 106.08
Kohn-Sham gap (Ha): 0.3928
Structure (SMILES): NC(=O)NC(O)O
Charge: 0
Calculated total energy (hartree): -415.0138

```
13
C2H6N2O3 | the OMol25 dataset | the ωB97M-V functional and the def2-TZVPD basis
N 1.69 -1.32 -0.25
C 0.27 -0.99 -0.45
O -0.65 -1.79 -0.46
N 0.30 0.30 -0.10
C -0.91 1.13 -0.03
O -1.93 0.45 0.64
O -0.62 2.30 0.63
H 1.84 -2.26 0.10
H 2.33 -1.13 -1.01
H 1.46 0.24 0.10
H -1.22 1.41 -1.05
H -1.97 -0.46 0.30
H -0.59 2.11 1.58
```

3.
A molecular structure, C39H53As3BrCsIN9O2, computed with the ωB97M-V functional and the def2-TZVPD basis.

## Properties
Energy relative to the best compared isomer or geometry (same formula, charge and spin) (eV): 0.0000
HOMO energy (eV): -6.0
Molar mass (u): 1244.39
Kohn-Sham gap (Ha): 0.2224
Charge: 0
Calculated total energy (hartree): -11760.3257

```
109
C39H53As3BrCsIN9O2 | the OMol25 dataset | the ωB97M-V functional and the def2-TZVPD basis
Cs 14.00 -16.79 2.15
C 8.22 -18.32 3.54
C 9.37 -19.12 4.04
N 9.16 -20.39 4.14
C 10.15 -21.15 4.63
C 11.29 -20.64 5.24
C 12.17 -21.62 6.01
O 12.48 -21.08 7.28
C 11.63 -19.30 5.01
C 12.94 -18.74 5.34
N 13.30 -17.52 5.65
C 12.64 -16.64 6.48
C 11.67 -16.96 7.47
C 11.22 -16.01 8.39
C 11.53 -14.67 8.18
C 12.35 -14.28 7.12
C 13.02 -15.24 6.35
I 14.88 -14.67 5.51
C 10.69 -18.49 4.30
O 10.86 -17.32 3.91
H 7.60 -19.00 2.96
H 8.62 -17.46 2.93
H 7.67 -17.89 4.40
H 9.97 -22.24 4.62
H 13.13 -21.74 5.46
H 11.59 -22.57 6.05
H 11.71 -21.01 7.84
H 13.72 -19.50 5.18
H 11.33 -17.97 7.51
H 10.58 -16.31 9.22
H 11.11 -13.89 8.83
H 12.54 -13.21 6.96
C 13.50 -24.13 1.39
C 12.95 -22.78 0.90
C 11.87 -22.72 -0.03
C 11.51 -21.49 -0.51
C 12.10 -20.35 0.11
Br 11.50 -18.66 -0.38
N 13.06 -20.39 1.00
C 13.46 -21.63 1.41
H 12.96 -24.99 0.99
H 13.36 -24.17 2.47
H 14.59 -24.23 1.13
H 11.41 -23.65 -0.40
H 10.77 -21.35 -1.27
H 14.24 -21.55 2.16
C 18.16 -17.41 -2.83
As 17.30 -16.96 -1.09
C 15.51 -17.53 -1.85
C 17.28 -18.75 -0.08
C 18.45 -19.24 0.81
C 18.16 -20.75 1.07
C 18.57 -18.48 2.11
As 17.29 -18.77 3.65
C 18.22 -17.36 4.65
C 18.23 -20.28 4.64
C 19.74 -19.09 -0.03
As 21.40 -20.04 0.69
C 22.38 -18.35 0.96
C 22.45 -20.51 -0.94
H 19.23 -17.12 -2.71
H 17.72 -16.80 -3.61
H 18.12 -18.47 -3.06
H 15.46 -16.87 -2.77
H 14.64 -17.41 -1.21
H 15.55 -18.57 -2.13
H 17.11 -19.48 -0.89
H 16.34 -18.72 0.46
H 17.13 -20.88 1.43
H 18.87 -21.16 1.86
H 18.33 -21.28 0.12
H 18.48 -17.38 1.93
H 19.53 -18.73 2.62
H 19.27 -17.30 4.37
H 18.10 -17.50 5.75
H 17.73 -16.40 4.44
H 19.32 -20.16 4.62
H 17.91 -21.21 4.14
H 17.86 -20.28 5.67
H 20.02 -18.02 -0.16
H 19.55 -19.53 -1.04
H 21.81 -17.50 1.27
H 22.88 -18.11 0.04
H 23.13 -18.61 1.73
H 22.23 -21.51 -1.31
H 23.51 -20.50 -0.67
H 22.20 -19.77 -1.70
N 10.65 -13.88 1.99
C 11.60 -13.01 1.58
N 11.24 -11.85 1.03
C 12.23 -11.10 0.52
N 11.93 -9.92 -0.10
N 13.52 -11.41 0.64
C 13.78 -12.54 1.31
N 12.87 -13.41 1.79
C 15.22 -12.71 1.57
C 16.02 -11.56 1.73
C 17.38 -11.69 1.83
C 17.89 -12.98 1.70
C 17.04 -14.05 1.59
N 15.71 -13.97 1.57
H 9.72 -13.79 1.68
H 10.92 -14.80 2.27
H 10.96 -9.68 -0.23
H 12.70 -9.29 -0.33
H 15.53 -10.56 1.77
H 18.02 -10.84 2.05
H 18.97 -13.10 1.80
H 17.49 -15.05 1.46
```

4.
2 unconnected molecules or ions with the total composition C4H8O2S, computed with the ωB97M-V functional and the def2-TZVPD basis.

## Properties
Energy relative to the best compared isomer or geometry (same formula, charge and spin) (eV): 7.9087
HOMO energy (spin up / spin down) (eV): -6.5 / -6.5
Molar mass (u): 120.17
Kohn-Sham gap (spin up / spin down) (Ha): 0.2527 / 0.2523
Charge: 0
Calculated total energy (hartree): -705.6050

```
15
C4H8O2S | the OMol25 dataset | the ωB97M-V functional and the def2-TZVPD basis
C -0.29 0.14 -1.88
C 0.30 -0.11 -0.75
C 1.18 1.70 0.86
C -0.85 -2.28 1.01
O 2.08 -0.78 0.70
O -0.49 -1.14 0.73
S 2.00 0.50 -0.23
H 0.33 0.79 -2.61
H -1.23 -0.01 -2.32
H 1.65 1.98 1.81
H 0.23 1.27 1.11
H 1.15 2.70 0.47
H -0.20 -3.06 1.53
H -1.63 -2.72 0.38
H 1.02 -1.04 0.91
```

5.
A molecular structure, C29H39BrCoN4O3S3SbSi, computed with the ωB97M-V functional and the def2-TZVPD basis.

## Properties
Energy relative to the best compared isomer or geometry (same formula, charge and spin) (eV): 0.1787
HOMO energy (spin up / spin down) (eV): -1.3 / -1.3
Molar mass (u): 876.54
Kohn-Sham gap (spin up / spin down) (Ha): 0.1913 / 0.1913
Charge: -2
Calculated total energy (hartree): -7254.4835

```
82
C29H39BrCoN4O3S3SbSi | the OMol25 dataset | the ωB97M-V functional and the def2-TZVPD basis
Co -0.17 0.27 -0.32
C 2.31 6.54 5.49
O 3.20 5.75 6.25
C 3.81 4.71 5.61
C 4.61 3.88 6.39
C 5.26 2.80 5.82
C 5.09 2.51 4.47
C 4.32 3.36 3.68
C 3.69 4.45 4.25
N 5.88 1.45 3.91
N 5.41 0.65 3.07
C 4.04 0.56 2.78
C 3.03 0.59 3.73
C 1.69 0.47 3.42
C 1.26 0.35 2.08
O 0.05 0.28 1.71
C 2.31 0.27 1.09
N 1.88 0.14 -0.18
C 2.75 0.04 -1.17
C 4.13 0.06 -0.93
C 4.60 0.22 0.35
C 3.68 0.33 1.42
H 1.89 7.26 6.18
H 1.51 5.93 5.06
H 2.83 7.07 4.69
H 4.71 4.11 7.44
H 5.90 2.16 6.41
H 4.19 3.16 2.63
H 3.08 5.08 3.61
H 3.30 0.71 4.78
H 0.93 0.48 4.19
H 2.33 -0.06 -2.16
H 4.81 -0.03 -1.76
H 5.66 0.25 0.56
S -3.38 -2.27 -3.01
Sb -2.69 -0.10 -2.60
S -0.22 -0.17 -2.48
S -2.34 0.08 -0.19
O 0.05 4.50 -0.19
C 0.02 3.30 -0.27
N 0.02 2.13 -0.37
C 1.56 -7.09 1.22
C 1.25 -5.60 1.44
C 2.59 -4.83 1.43
C 0.68 -5.42 2.85
Si 0.02 -4.92 0.10
Br 0.16 -2.70 0.25
C 0.56 -5.34 -1.70
C 2.08 -5.19 -1.87
C 0.18 -6.78 -2.08
C -0.08 -4.37 -2.70
C -1.81 -5.36 0.48
C -1.98 -6.85 0.82
C -2.70 -5.04 -0.73
C -2.36 -4.53 1.65
H 2.19 -7.45 2.04
H 2.10 -7.27 0.29
H 0.65 -7.70 1.21
H 3.24 -5.26 2.19
H 2.44 -3.78 1.67
H 3.11 -4.88 0.48
H 1.43 -5.72 3.58
H -0.21 -6.03 3.02
H 0.42 -4.38 3.04
H 2.65 -5.93 -1.30
H 2.42 -4.20 -1.58
H 2.32 -5.33 -2.93
H 0.60 -7.53 -1.40
H 0.56 -6.99 -3.09
H -0.90 -6.92 -2.11
H 0.24 -3.34 -2.54
H -1.17 -4.35 -2.68
H 0.23 -4.66 -3.71
H -1.60 -7.50 0.02
H -3.05 -7.07 0.93
H -1.49 -7.13 1.75
H -2.49 -5.67 -1.59
H -2.62 -4.00 -1.05
H -3.74 -5.21 -0.45
H -1.83 -4.67 2.58
H -3.41 -4.82 1.81
H -2.36 -3.46 1.41
```

6.
A molecular structure, C2H4IN3, computed with the ωB97M-V functional and the def2-TZVPD basis.

## Properties
Energy relative to the best compared isomer or geometry (same formula, charge and spin) (eV): 1.7186
HOMO energy (eV): -9.1
Molar mass (u): 196.98
Kohn-Sham gap (Ha): 0.3259
Charge: 0
Calculated total energy (hartree): -540.4268

```
10
C2H4IN3 | the OMol25 dataset | the ωB97M-V functional and the def2-TZVPD basis
C 0.06 0.31 0.16
C 1.55 0.20 0.25
N -0.87 1.18 0.37
N -0.72 -0.70 -0.32
N -1.79 0.20 -0.53
I -3.69 -0.25 0.26
H 2.04 0.06 -0.72
H 1.95 1.04 0.71
H 1.93 -0.73 0.97
H -0.46 -1.31 -1.16
```

7.
3 unconnected molecules or ions with the total composition C7H13ClSi, computed with the ωB97M-V functional and the def2-TZVPD basis.

## Properties
Energy relative to the best compared isomer or geometry (same formula, charge and spin) (eV): 3.9225
HOMO energy (eV): -8.9
Molar mass (u): 160.72
Kohn-Sham gap (Ha): 0.2999
Charge: 0
Calculated total energy (hartree): -1024.0498

```
22
C7H13ClSi | the OMol25 dataset | the ωB97M-V functional and the def2-TZVPD basis
C -1.85 0.72 1.46
C -1.86 -0.45 1.13
C -1.79 2.16 1.79
C 2.81 1.63 -3.75
C 1.38 0.15 3.07
C 1.40 2.17 -4.00
C 0.69 -0.44 4.08
Si 0.11 1.23 -3.04
Cl -1.58 2.31 -3.76
H -2.86 2.58 1.91
H -1.44 2.24 2.83
H -1.25 2.83 1.07
H 2.93 1.77 -2.72
H 2.91 0.60 -4.12
H 3.66 2.11 -4.24
H -1.53 -1.42 0.83
H 0.97 0.18 2.10
H 2.28 0.70 3.15
H 1.36 2.00 -5.15
H 1.33 3.28 -3.68
H -0.33 -0.52 3.79
H 1.06 -0.79 5.05
```

8.
2 unconnected molecules or ions with the total composition C4H9N2, computed with the ωB97M-V functional and the def2-TZVPD basis.

## Properties
Energy relative to the best compared isomer or geometry (same formula, charge and spin) (eV): 8.0991
HOMO energy (spin up / spin down) (eV): -12.5 / -13.4
Molar mass (u): 85.13
Kohn-Sham gap (spin up / spin down) (Ha): 0.2319 / 0.3387
Charge: +1
Calculated total energy (hartree): -266.8016

```
15
C4H9N2 | the OMol25 dataset | the ωB97M-V functional and the def2-TZVPD basis
C -1.62 0.41 0.09
C -1.01 -0.01 -1.25
C -0.45 -0.38 0.07
C 1.72 1.71 0.10
N -2.56 1.12 0.49
N -0.41 -1.75 0.50
H -1.54 -0.75 -1.71
H -0.45 0.64 -2.07
H 0.87 2.34 0.09
H 1.85 1.32 -0.87
H 2.37 1.59 0.90
H -2.83 1.25 1.43
H -1.31 -2.39 0.30
H -0.32 -1.67 1.52
H 0.27 -2.31 -0.12
```